Run P
14
Properties=species:S:1:pos:R:3 method="wB97M-V/def2-TZVPD" homo_ev=-9.0 e_lumo_ha=0.0216 gap_ev=9.64 smiles="N=C=NCCN=C=N"
C 1.6464 -0.4626 -0.0826
C -0.4157 1.5219 0.0557
C -1.6452 -0.4713 -0.3343
C -0.6019 -1.2101 0.4874
N 2.8166 -0.1817 -0.1883
N -1.4709 0.9074 0.0433
N 0.5659 -0.5321 0.3672
N 0.3260 2.4758 0.1068
H -1.5547 -0.6703 -1.4095
H -2.7014 -0.7843 -0.1252
H -0.7254 -1.2513 1.5371
H -0.7051 -2.2203 0.1146
H 1.3044 2.3692 0.2212
H 3.1611 0.5095 -0.7935

Run Q
14
Properties=species:S:1:pos:R:3 method="wB97M-V/def2-TZVPD" homo_ev=-9.2 e_lumo_ha=0.0235 gap_ev=9.81 smiles=N[C@@H]1Cn2cnnc21
C -1.0537 -0.3209 0.3330
C -0.4151 1.1261 0.2106
C 2.1924 0.5061 -0.2643
C 0.4950 -0.7857 0.2410
H -1.6664 -1.3923 -1.3288
H -3.0000 -1.1500 -0.0205
H -1.2431 -0.2862 1.4555
H -0.4234 1.7187 1.1466
H -0.5661 1.6758 -0.7393
H 2.7640 1.4321 -0.6523
N -2.0904 -0.7080 -0.4483
N 0.8771 0.5171 -0.0659
N 2.5583 -0.7126 -0.1008
N 1.5713 -1.6201 0.2338

Bottom line: run P, by a margin of 0.0460 hartree.

Run P
8
Properties=species:S:1:pos:R:3 method="wB97M-V/def2-TZVPD" homo_ev="-7.1 / -7.1" e_lumo_ha="-0.0108 / -0.0107" gap_ev="6.82 / 6.85"
C -0.8771 0.9805 0.1760
N 1.8375 0.1723 0.0849
N -1.0285 -0.1651 -0.3061
O -0.8927 2.0587 0.5288
O 1.2814 -1.0862 -0.2652
O 1.6843 -0.8516 1.1190
H -0.1591 -0.7008 -0.4805
H -1.8459 -0.4077 -0.8569

Run Q
8
Properties=species:S:1:pos:R:3 method="wB97M-V/def2-TZVPD" homo_ev="-10.0 / -10.0" e_lumo_ha="-0.0295 / -0.0295" gap_ev="9.20 / 9.20" smiles="O=NC[N+](=O)[O-]"
C -0.4065 0.3119 -0.0253
N -0.8888 -1.0568 -0.2701
N 1.1466 0.1556 -0.0355
O -1.9069 -1.3943 0.2182
O 1.7305 0.6577 0.8568
O 1.5962 -0.4861 -0.9317
H -0.7514 0.8874 1.0228
H -0.5196 0.9246 -0.8352

Bottom line: run Q, by a margin of 0.0957 hartree.

Run P
15
Properties=species:S:1:pos:R:3 method="wB97M-V/def2-TZVPD" homo_ev=-8.4 e_lumo_ha=0.0339 gap_ev=9.29 smiles=CSC.CS
C 2.1344 -3.6471 -1.1766
S 1.1953 -2.0721 -1.1977
H 3.1417 -3.4361 -0.8372
H 1.6045 -4.3745 -0.5726
H 2.1650 -3.9794 -2.1959
H 2.2021 -1.1983 -1.0991
C -0.3240 2.8531 0.1618
S -1.8024 1.9115 0.6069
C -1.2256 1.2196 2.1701
H 0.4452 2.2095 -0.2747
H 0.1235 3.2708 1.0604
H -0.6396 3.5463 -0.6109
H -0.3015 0.6806 1.9817
H -1.1117 1.9835 2.9373
H -1.9311 0.5371 2.5733

Run Q
15
Properties=species:S:1:pos:R:3 method="wB97M-V/def2-TZVPD" homo_ev=-8.4 e_lumo_ha=0.0296 gap_ev=9.23 smiles=CSC.CS
C -0.2997 -1.2875 -3.8965
S -0.8781 -2.5742 -2.7021
H -0.8963 -0.4034 -4.3727
H 0.5673 -0.7019 -3.4457
H 0.0327 -1.6372 -4.8821
H -2.0223 -2.9492 -3.2962
C 0.1168 0.9670 3.6886
S 1.0858 1.3402 2.2461
C 0.1410 2.6618 1.4841
H 0.7922 0.4087 4.3273
H -0.7465 0.3732 3.5900
H -0.5563 1.8060 4.1180
H 0.4886 2.9060 0.4139
H -1.0111 2.3438 1.1666
H 0.2809 3.5492 2.0197

Bottom line: run P, by a margin of 0.0524 hartree.

Run P
16
Properties=species:S:1:pos:R:3 method="wB97M-V/def2-TZVPD" homo_ev=-9.2 e_lumo_ha=0.0180 gap_ev=9.65 smiles=Cc1ncnc2nc[nH]c12
C -1.8416 -1.3290 -0.0256
C -0.9939 -0.0930 -0.0980
C -0.9762 2.1939 0.0283
C 1.0542 1.1610 -0.0119
C 2.5721 -0.2854 -0.0277
C 0.3892 -0.1073 -0.0868
H -1.4877 -1.8524 0.9192
H -2.9103 -1.2489 0.0971
H -1.5699 -2.1530 -0.7266
H -1.5239 3.1841 0.1192
H 3.4942 -0.7809 -0.0826
H 1.3378 -1.9923 -0.0857
N -1.6743 0.9683 -0.0110
N 0.3410 2.3207 -0.0795
N 2.4163 0.9944 0.0268
N 1.3730 -0.9802 0.0449

Run Q
16
Properties=species:S:1:pos:R:3 method="wB97M-V/def2-TZVPD" homo_ev=-10.0 e_lumo_ha=-0.0214 gap_ev=9.46
C 2.3435 1.0291 0.2329
C -2.2939 -0.2628 -0.1529
C -1.3191 1.6013 0.0740
C 0.9110 -0.9347 -0.1747
C 0.0164 -0.0975 -1.1601
C 2.0106 -0.3429 0.4291
N 2.4610 2.1874 0.2878
N -3.1546 0.5458 0.3746
N -2.5202 1.7767 0.5047
N -1.1574 0.3836 -0.4726
H -2.1751 -1.3511 -0.1676
H -0.5372 2.3083 -0.0723
H 0.8739 -2.0102 0.0307
H 0.5301 0.8488 -1.2715
H -0.3297 -0.6050 -2.0228
H 2.4839 -0.6768 1.3309

Run R
16
Properties=species:S:1:pos:R:3 method="wB97M-V/def2-TZVPD" homo_ev=-8.5 e_lumo_ha=0.0079 gap_ev=8.76 smiles=Nc1n[nH]c2ncccc12
C -1.7557 -0.1243 -0.0996
C 0.2551 -1.0201 -0.0981
C 2.3333 -0.3771 0.0257
C 1.9365 0.8021 -0.0249
C 0.6020 1.1320 0.0448
C -0.2369 0.1633 -0.1165
H -2.2003 1.6189 -0.8887
H -2.7888 1.1618 1.1471
H -0.7406 -2.8089 -0.0871
H 3.6321 -0.5013 -0.1076
H 2.6709 1.6262 0.2154
H 0.3084 2.1813 -0.0958
N -2.7489 0.8989 0.0015
N -1.9573 -1.3404 0.0505
N -0.8443 -1.9160 -0.0114
N 1.5345 -1.4964 0.0447

Bottom line: run P, by a margin of 0.0864 hartree.

Run P
23
Properties=species:S:1:pos:R:3 method="wB97M-V/def2-TZVPD" homo_ev=-8.0 e_lumo_ha=0.0117 gap_ev=8.31 smiles="C=Cc1cc[nH]c1.O.O.O"
C 0.8871 -2.1432 1.4151
C -0.4837 -2.2970 1.4185
N -1.0633 -1.2560 0.7394
C -0.0785 -0.3533 0.4958
C 1.1540 -0.8517 0.8823
C 2.3971 -0.0979 0.8643
C 2.6332 1.0606 0.2430
H 1.5246 -2.7921 1.9920
H -1.0188 -3.1826 1.7250
H -1.9989 -0.9544 0.4217
H -0.3133 0.6315 0.1388
H 3.2343 -0.4794 1.4436
H 3.5438 1.5661 0.5378
H 1.9521 1.7077 -0.2865
H 0.7224 -0.5820 -2.7367
H -0.6796 -0.0133 -2.2977
O -0.0121 0.0206 -2.9958
H -0.5657 2.3830 -1.1715
H -1.8632 3.0859 -1.8008
O -1.5380 2.3190 -1.3033
H -2.2815 0.8954 -0.4556
H -3.0866 0.8926 0.7868
O -3.0653 0.4403 -0.0561

Run Q
23
Properties=species:S:1:pos:R:3 method="wB97M-V/def2-TZVPD" homo_ev=-7.5 e_lumo_ha=-0.0003 gap_ev=7.53
C -1.5748 0.6583 -1.2097
C 1.4347 -0.1913 -0.9252
C -1.2627 -1.7706 -1.1347
N -0.8843 -0.4682 -0.5839
H -2.3424 -1.9377 -1.0687
H -1.2380 0.7428 -2.2445
H -1.3504 1.5861 -0.6943
H -2.6589 0.5272 -1.1735
H 1.1427 -0.5557 -1.9033
H 2.2123 0.5369 -1.1219
H 1.7150 -0.9612 -0.2195
H -0.7338 -2.5545 -0.5973
H -0.9699 -1.7746 -2.1867
C 2.0058 1.0060 1.7866
C -0.7078 -0.4530 0.8447
C 1.0578 1.2562 0.6267
O -1.6199 0.3577 1.4578
O -0.1150 -1.3367 1.4282
O 0.7241 2.3644 0.2943
H -1.5687 0.1751 2.4073
H 2.4950 1.9271 2.1085
H 2.7903 0.3042 1.4973
H 1.4491 0.5616 2.6119

Bottom line: run P, by a margin of 0.1019 hartree.

Run P
16
Properties=species:S:1:pos:R:3 method="wB97M-V/def2-TZVPD" homo_ev=-10.0 e_lumo_ha=0.0154 gap_ev=10.40 smiles="NCC(=O)O.O.O"
O -0.5789 1.3703 -0.0482
C 0.4753 0.8089 0.0746
O 0.6381 -0.2532 0.8862
C 1.6898 1.3734 -0.5573
N 1.4394 1.8448 -1.9521
H -0.0248 -0.9242 0.6120
H 2.0357 2.0584 0.2357
H 2.4580 0.6063 -0.6771
H 0.4467 2.0417 -1.9616
H 1.9459 2.7127 -2.0440
H -1.3918 -2.2945 0.1638
H -0.9962 -2.0617 -1.3263
O -1.2447 -2.7309 -0.6893
H -2.6172 -0.8306 2.5707
H -2.1543 -2.2515 2.6427
O -2.1212 -1.4699 2.0703

Run Q
16
Properties=species:S:1:pos:R:3 method="wB97M-V/def2-TZVPD" homo_ev=-9.2 e_lumo_ha=0.0266 gap_ev=9.95 smiles="NCC(=O)O.O.O"
O -0.7020 0.6186 -1.1288
C -0.1861 1.1278 -0.1446
O 0.2227 0.3701 0.8224
C 0.1159 2.5431 0.2193
N -0.7481 3.6247 -0.1572
H -0.0276 -0.6792 0.7846
H 0.5090 2.5649 1.3042
H 1.1753 2.6111 -0.2295
H -1.4787 3.4328 -0.7798
H -1.0376 4.1872 0.6360
H -1.6350 -2.1706 -0.0907
H -0.7177 -1.2877 -0.9784
O -0.8201 -1.9272 -0.2654
H 2.2236 -5.2032 1.2448
H 1.6008 -5.5201 -0.1921
O 1.9302 -4.7282 0.4409

Bottom line: run P, by a margin of 0.0235 hartree.